# 1
# C18H10Cl2N4O2PbS4

C18H10Cl2N4O2PbS4 as an isolated structure (ωB97M-V/def2-TZVPD, the Open Molecules 2025 dataset).

Geometry as XYZ:
```
41
Properties=species:S:1:pos:R:3:forces:R:3
Pb -0.340 0.179 -0.952 -0.303 0.032 0.160
Cl 4.695 -3.022 3.300 -0.018 -0.007 0.003
C 3.681 -1.781 2.598 0.024 0.074 0.019
C 2.528 -2.160 1.929 0.000 -0.003 -0.029
C 1.675 -1.221 1.340 -0.001 -0.075 0.063
N 0.495 -1.554 0.666 -0.006 0.120 0.034
C -0.062 -2.761 0.770 0.096 0.048 -0.024
O 0.338 -3.768 1.378 -0.044 -0.040 -0.004
C -1.417 -2.911 0.073 -0.020 0.100 0.077
C -2.024 -4.163 0.065 0.010 -0.075 0.002
C -3.289 -4.289 -0.478 0.013 0.052 -0.013
C -3.912 -3.168 -1.008 0.000 -0.034 0.020
C -3.227 -1.964 -0.991 0.027 -0.031 -0.067
N -2.014 -1.845 -0.455 0.025 -0.205 0.083
C 2.034 0.161 1.428 -0.005 0.001 0.087
C 3.190 0.511 2.128 -0.001 0.027 -0.006
C 4.009 -0.444 2.707 -0.018 -0.066 -0.023
Cl 5.437 0.080 3.570 0.003 0.007 -0.013
N 1.266 1.102 0.748 0.139 -0.103 -0.182
C 1.247 2.389 1.080 0.002 -0.092 -0.003
O 1.707 2.951 2.087 0.013 0.074 0.005
C 0.528 3.288 0.072 0.024 -0.030 -0.067
C 0.119 4.553 0.479 -0.038 0.033 0.048
C -0.524 5.372 -0.433 0.017 -0.032 -0.013
C -0.719 4.918 -1.729 -0.003 0.030 0.024
C -0.274 3.646 -2.053 0.007 0.007 -0.005
N 0.329 2.850 -1.173 0.189 0.109 0.128
H 2.270 -3.203 1.864 0.009 0.008 0.008
H -1.483 -4.994 0.493 -0.011 0.013 0.025
H -3.787 -5.252 -0.488 0.002 -0.004 -0.013
H -4.901 -3.222 -1.444 0.008 0.008 -0.011
H -3.636 -1.062 -1.437 0.029 0.004 -0.012
H 3.443 1.556 2.219 -0.003 -0.016 0.023
H 0.314 4.851 1.499 0.015 -0.003 -0.008
H -0.876 6.354 -0.136 0.013 0.010 0.000
H -1.225 5.522 -2.470 0.005 -0.012 -0.010
H -0.421 3.235 -3.045 -0.050 -0.036 0.020
S -2.777 1.258 -2.717 -0.251 0.071 -0.168
S -2.044 0.377 -4.432 0.125 -0.127 -0.049
S -1.121 -1.392 -3.909 -0.081 0.132 -0.004
S 0.768 -0.975 -3.145 0.055 0.032 -0.104
```
Forces are in eV/Å.

Calculated values
- Net charge: -2
- Total energy: -102522.6835 eV
- F_max: 0.344 eV/A

# 2
# C18H11AsN4NiO6SSe

C18H11AsN4NiO6SSe as an isolated structure (ωB97M-V/def2-TZVPD, the Open Molecules 2025 dataset).

Geometry as XYZ:
```
43
Properties=species:S:1:pos:R:3:forces:R:3
Ni 1.294 -0.068 -2.025 -0.119 0.171 0.031
Se -0.745 4.427 3.752 0.096 -0.097 -0.101
N -0.244 4.692 2.063 -0.088 0.076 0.095
C 0.165 3.542 1.605 0.041 -0.037 -0.037
C 0.629 3.335 0.248 0.021 -0.018 -0.055
C 0.662 4.357 -0.698 0.041 -0.006 -0.125
C 1.065 4.071 -1.983 -0.027 -0.008 0.067
C 1.382 2.757 -2.302 -0.035 0.028 0.136
N 1.357 1.776 -1.407 0.080 0.103 0.083
C 1.009 2.049 -0.131 0.011 -0.032 0.069
C 1.041 0.947 0.847 -0.429 0.416 0.148
N 1.299 -1.527 0.546 -0.365 -0.078 0.047
C 0.993 -1.899 1.718 0.100 -0.043 -0.260
C 0.829 -1.217 2.995 -0.015 0.376 0.115
C 0.632 0.093 3.168 0.046 -0.398 -0.051
C 0.604 1.112 2.126 0.147 -0.108 -0.341
C 0.124 2.428 2.519 -0.003 0.013 -0.092
N -0.327 2.694 3.718 -0.073 0.075 0.059
H 0.361 5.353 -0.402 -0.001 0.005 -0.009
H 1.104 4.829 -2.751 -0.010 0.020 0.009
H 1.636 2.473 -3.314 0.006 -0.004 -0.018
H 0.827 -2.973 1.712 -0.074 -0.014 -0.027
H 0.780 -1.878 3.849 0.046 0.044 0.057
H 0.429 0.466 4.163 0.038 -0.030 0.033
O 1.503 -4.055 -1.313 0.142 0.023 0.058
As 0.608 -3.108 -2.510 -0.102 0.089 -0.003
O 0.318 -4.015 -3.815 -0.005 -0.061 -0.079
O 1.508 -1.690 -2.746 0.188 -0.188 -0.125
C -0.875 -2.636 -1.362 0.131 -0.299 -0.008
C -1.376 -3.665 -0.575 -0.079 -0.101 0.126
C -2.342 -3.414 0.392 0.061 0.022 -0.091
C -2.807 -2.122 0.582 0.031 0.004 -0.022
C -2.324 -1.092 -0.214 -0.085 0.033 0.054
C -1.376 -1.359 -1.189 -0.238 0.261 -0.001
S -0.862 0.028 -2.221 0.344 -0.366 0.148
O 1.643 -0.143 0.306 0.593 -0.109 0.279
O -1.376 1.210 -1.546 -0.228 0.326 0.147
O -1.320 -0.251 -3.561 -0.089 -0.045 -0.282
H 2.107 -4.643 -1.784 -0.093 -0.042 -0.034
H -0.989 -4.668 -0.700 0.009 -0.004 -0.013
H -2.722 -4.227 0.997 0.004 -0.002 0.007
H -3.549 -1.913 1.342 -0.007 0.005 -0.001
H -2.676 -0.076 -0.097 -0.012 -0.002 0.008
```
Forces are in eV/Å.

Calculated values
- Total energy: -215149.5411 eV
- F_max: 0.664 eV/A

# 3
# C18H11Cl5InN5OS2

C18H11Cl5InN5OS2 as an isolated structure (ωB97M-V/def2-TZVPD, the Open Molecules 2025 dataset).

Geometry as XYZ:
```
43
Properties=species:S:1:pos:R:3:forces:R:3
In 0.888 -0.367 -0.391 -0.049 0.163 -0.090
N 3.798 -3.342 -2.259 0.024 -0.006 0.009
C 2.971 -2.586 -1.433 -0.014 0.016 0.013
S 3.266 -0.865 -1.426 0.041 -0.009 -0.014
N 2.108 -3.246 -0.731 0.018 -0.015 -0.013
N 1.323 -2.462 0.074 -0.021 -0.006 0.054
C 0.794 -3.001 1.158 -0.009 0.026 0.009
C 0.079 -2.169 2.037 0.020 0.009 -0.040
C -0.542 -2.627 3.229 -0.008 -0.005 0.017
C -1.209 -1.750 4.031 0.011 -0.004 -0.018
C -1.284 -0.383 3.660 -0.003 0.011 0.009
C -0.666 -0.002 2.494 0.013 -0.031 -0.006
N 0.007 -0.838 1.701 -0.049 -0.012 0.053
H 4.121 -2.835 -3.067 -0.005 0.003 -0.007
H 3.410 -4.251 -2.468 -0.013 0.002 0.000
H 0.949 -4.053 1.373 0.009 -0.001 -0.004
H -0.471 -3.679 3.480 -0.001 0.002 0.002
H -1.681 -2.096 4.943 0.000 -0.001 0.001
H -1.806 0.344 4.266 -0.001 -0.004 0.001
H -0.701 1.030 2.159 -0.001 0.002 0.001
Cl -0.406 2.769 -1.642 -0.019 -0.052 -0.002
C 0.677 2.902 -0.287 0.013 -0.004 -0.001
C 1.267 1.760 0.237 0.089 0.011 0.101
C 2.139 1.966 1.304 0.008 -0.057 0.009
Cl 2.943 0.596 2.012 -0.021 0.025 -0.019
C 2.404 3.224 1.844 -0.034 -0.003 -0.049
Cl 3.480 3.416 3.178 0.013 0.006 0.013
C 1.783 4.340 1.291 0.015 -0.021 0.012
Cl 2.091 5.910 1.938 -0.003 0.016 0.000
C 0.917 4.182 0.215 0.017 -0.007 0.017
Cl 0.157 5.572 -0.473 -0.012 0.007 -0.009
O -1.414 -0.141 -0.481 0.005 -0.053 -0.023
N -2.065 0.028 -1.608 0.031 0.023 -0.095
C -3.356 0.412 -1.512 -0.008 0.012 0.020
C -4.134 0.618 -2.618 -0.006 -0.002 0.026
C -3.562 0.428 -3.878 0.030 -0.009 -0.013
C -2.247 0.046 -3.963 -0.040 0.010 -0.019
C -1.457 -0.168 -2.819 0.033 -0.008 0.085
S 0.185 -0.623 -2.889 -0.058 -0.038 -0.020
H -3.687 0.535 -0.492 -0.016 0.003 -0.008
H -5.162 0.924 -2.493 0.001 0.000 -0.002
H -4.143 0.585 -4.777 0.002 0.000 0.001
H -1.765 -0.102 -4.918 -0.003 0.000 -0.001
```
Forces are in eV/Å.

Calculated values
- Net charge: -1
- Total energy: -117800.9937 eV
- Energy relative to the best compared isomer or geometry (same formula, charge and spin): 0.0 kJ/mol
- Spin multiplicity: 2
- F_max: 0.192 eV/A

# 4
# C18H12Cl2F6N2O4

An isolated molecule of C18H12Cl2F6N2O4 (ωB97M-V/def2-TZVPD, the Open Molecules 2025 dataset).

Geometry as XYZ:
```
44
Properties=species:S:1:pos:R:3:forces:R:3
O -2.427 -1.599 0.879 -0.048 -0.205 0.039
C -2.486 -0.416 0.588 0.378 0.134 0.095
N -1.386 0.370 0.644 0.556 0.501 -0.117
N -0.159 -0.203 0.935 -0.564 -0.440 0.082
C 0.973 0.491 0.707 -0.470 -0.122 0.078
O 0.935 1.668 0.379 -0.008 0.211 -0.114
C 2.254 -0.244 0.919 0.220 -0.447 -0.017
C 3.393 0.560 0.965 0.156 0.092 0.046
C 4.652 0.012 1.130 -0.274 -0.244 0.056
C 4.776 -1.373 1.244 -0.039 0.270 -0.068
C 3.661 -2.178 1.185 -0.196 -0.006 0.051
C 2.393 -1.631 1.021 0.126 0.248 0.039
O 1.264 -2.446 1.006 0.283 0.315 0.280
C 1.228 -3.501 0.086 -0.132 -0.192 -0.530
H 2.065 -4.202 0.191 -0.133 0.104 0.015
C 1.227 -2.988 -1.360 0.015 -0.022 -0.042
F 0.363 -1.984 -1.537 -0.173 0.110 0.139
F 2.430 -2.537 -1.740 0.208 0.041 0.083
F 0.892 -3.963 -2.213 -0.072 -0.291 0.082
H 0.282 -4.021 0.262 0.192 0.035 -0.078
H 3.777 -3.247 1.278 -0.007 -0.109 0.011
H 5.759 -1.795 1.377 0.127 -0.074 0.019
O 5.827 0.710 1.230 0.017 -0.190 -0.069
C 5.855 2.088 1.000 0.004 0.355 -0.288
C 5.964 2.419 -0.495 0.084 0.070 0.085
F 7.078 1.918 -1.038 0.200 -0.191 0.080
F 4.938 1.957 -1.214 -0.247 -0.187 0.040
F 6.005 3.749 -0.676 -0.017 0.183 0.230
H 6.767 2.460 1.477 -0.215 -0.001 -0.096
H 4.987 2.615 1.410 0.131 -0.058 -0.037
H 3.220 1.618 0.842 0.041 0.061 -0.019
H -0.207 -1.198 1.130 0.122 0.215 -0.093
H -1.315 1.342 0.369 -0.086 -0.173 0.103
C -3.745 0.277 0.203 -0.411 0.042 -0.130
C -4.938 -0.285 0.647 0.179 0.055 -0.036
C -6.152 0.296 0.324 0.099 0.160 -0.106
C -6.180 1.445 -0.465 0.152 -0.148 0.077
C -4.992 1.993 -0.928 -0.091 0.007 0.035
C -3.780 1.417 -0.597 -0.049 -0.162 0.138
H -2.874 1.848 -0.993 0.103 0.053 -0.051
H -5.027 2.872 -1.551 -0.026 0.068 -0.055
Cl -7.678 2.180 -0.876 -0.060 0.139 -0.096
Cl -7.616 -0.403 0.894 -0.045 -0.137 0.097
H -4.902 -1.181 1.246 -0.029 -0.070 0.039
```
Forces are in eV/Å.

Calculated values
- Total energy: -71381.6985 eV
- Energy relative to the best compared isomer or geometry (same formula, charge and spin): 7.5 kJ/mol
- SMILES: O=C(NNC(=O)c1cc(OCC(F)(F)F)ccc1OCC(F)(F)F)c1ccc(Cl)c(Cl)c1
- F_max: 0.758 eV/A